Arrangement one

Density functional theory data (the ωB97M-V functional and the def2-TZVPD basis) for a 10-piece molecular cluster, C6H32O10 overall.

Cartesian coordinates (Å):
C  2.08886  -0.49040  -3.58525
C  1.64570  0.53763  -2.56942
O  2.78276  1.30695  -2.04738
H  2.84934  -0.05650  -4.23449
H  1.17246  -0.73339  -4.12308
H  2.44537  -1.39238  -3.08784
H  1.16559  0.05740  -1.71679
H  0.88429  1.11176  -3.09736
H  3.57815  0.87397  -2.36594
C  -2.36394  -1.06708  -1.96125
C  -2.59179  -0.37160  -3.32217
O  -3.70810  0.46323  -3.18992
H  -1.63055  -1.86303  -2.09050
H  -3.17931  -1.65398  -1.53837
H  -2.10807  -0.38021  -1.15450
H  -2.64044  -1.19336  -4.03663
H  -1.65940  0.10872  -3.61888
H  -4.22424  0.45095  -3.99927
C  3.38050  -1.18013  0.72412
O  2.56493  -0.02714  0.51979
H  4.39467  -0.78586  0.78816
H  3.10906  -1.71851  1.63218
H  3.44063  -1.90413  -0.08847
H  2.87154  0.30337  -0.32777
C  -2.95759  -0.21310  3.02993
O  -3.94700  -0.35082  4.02327
H  -3.35785  -0.69125  2.13592
H  -2.54893  0.78139  2.85081
H  -2.22649  -0.96266  3.33283
H  -4.23392  -1.25915  4.14244
O  1.21975  0.06155  3.53467
H  0.95342  -0.69711  3.01532
H  0.97910  -0.16597  4.43275
O  -0.08634  -2.41141  2.44331
H  0.31334  -2.89603  1.72107
H  -0.63476  -3.05605  2.89043
O  -0.07977  0.07070  0.61862
H  0.87622  0.08375  0.66498
H  -0.35112  -0.41703  1.39625
O  1.70039  3.05750  0.47066
H  2.58219  2.97144  0.83294
H  1.66382  2.40562  -0.22929
O  -1.07890  2.63796  -0.19795
H  -1.81030  2.80759  -0.79169
H  -0.81983  1.73626  -0.38780
O  -0.20170  2.25519  2.53579
H  0.53235  1.66644  2.71122
H  -0.75399  2.18890  3.31477

Summary:
M	264.312	g mol⁻¹
multiplicity	1
HOMO energy	-9.36	eV
SMILES	CCO.CCO.CO.CO.O.O.O.O.O.O
gap between HOMO and LUMO	9.25	eV

=====

Arrangement two

Density functional theory data (the ωB97M-V functional and the def2-TZVPD basis) for a 10-piece molecular cluster, C6H32O10 overall.

Cartesian coordinates (Å):
C  -1.54156  0.25578  2.94345
C  -1.27661  1.06529  1.66439
C  -0.41271  2.29040  1.87933
C  -0.64400  0.05641  0.55025
C  -0.41832  0.73640  -0.80179
C  -1.53222  0.75761  -1.84663
O  -1.20480  -0.27108  -2.80114
H  -1.79319  1.00323  3.70154
H  -0.64634  -0.10566  3.47292
H  -2.33353  -0.46354  2.82284
H  -2.26680  1.28217  1.25010
H  -0.19803  2.81969  0.95475
H  0.57928  2.13797  2.30162
H  -0.86379  2.94716  2.60838
H  -1.44481  -0.69010  0.53765
H  0.24262  -0.38109  1.00911
H  -0.09679  1.74446  -0.59826
H  0.44062  0.21057  -1.22498
H  -2.52680  0.61228  -1.43038
H  -1.52155  1.72490  -2.36375
H  -1.98855  -0.71225  -3.13032
O  -3.07469  -2.56195  1.87571
H  -2.21564  -2.93936  2.01620
H  -2.89856  -1.69794  1.51473
O  -3.74137  -3.35870  -1.95644
H  -3.50059  -3.08130  -1.05277
H  -4.35299  -2.68952  -2.30907
O  3.87577  -3.28195  -0.21869
H  3.53217  -2.89275  -1.02729
H  3.05723  -3.66974  0.13297
O  1.02960  -2.05941  -1.90072
H  0.38768  -1.57371  -1.36767
H  0.57609  -2.30359  -2.69479
O  -4.01745  2.40303  0.51931
H  -4.29810  3.28567  0.77586
H  -4.67230  1.85049  0.92017
O  5.20656  -1.45804  1.44268
H  4.45714  -0.89435  1.26146
H  4.98004  -2.32675  1.04156
O  3.24329  1.25848  0.47135
H  4.08719  1.62761  0.23164
H  3.09647  0.57740  -0.19112
O  2.99468  -0.15992  -2.16535
H  2.47849  -0.97539  -2.33729
H  2.34027  0.50082  -2.39756
O  2.83598  3.10337  -1.71662
H  2.44407  2.66965  -0.94722
H  3.59684  3.62727  -1.42014

Summary:
M	264.312	g mol⁻¹
multiplicity	1
HOMO energy	-10.38	eV
SMILES	CC(C)CCCO.O.O.O.O.O.O.O.O.O
gap between HOMO and LUMO	10.31	eV

=====

Which structure wins on stability? arrangement two wins.

=====

Arrangement one

Density functional theory data (the ωB97M-V functional and the def2-TZVPD basis) for C7H7NOS in the gas phase.

Cartesian coordinates (Å):
C  -0.71157  -2.41118  0.95907
C  -0.47247  -1.24902  1.13717
C  -0.42160  0.61984  -2.46117
C  0.66393  -0.11275  -2.78362
C  0.29277  0.22672  -0.40188
C  -0.61357  1.29812  1.73669
C  0.26478  0.10964  1.10586
N  -0.58980  0.86904  -1.13133
O  1.52945  0.03623  1.78138
S  1.44083  -0.74981  -1.36333
H  -1.02924  -3.42775  1.13788
H  -0.91236  1.15757  -3.18470
H  0.76909  -0.45574  -3.71643
H  -0.48903  2.16146  1.10340
H  -0.21090  1.55096  2.76816
H  -1.59280  1.05908  1.85315
H  2.08249  -0.68241  1.45968

Summary:
M	153.206	g mol⁻¹
multiplicity	3
HOMO energy (alpha / beta)	-5.53 / -9.93	eV
gap between HOMO and LUMO (alpha / beta)	6.21 / 7.18	eV
⟨S²⟩	2.013

=====

Arrangement two

Density functional theory data (the ωB97M-V functional and the def2-TZVPD basis) for C7H7NOS as an isolated structure.

Cartesian coordinates (Å):
C  2.44879  -1.98424  1.13703
C  -1.59003  2.11916  1.27943
C  1.55862  -1.38362  0.60878
C  -0.45678  1.86320  1.02373
C  0.33097  -0.62170  0.27696
C  0.71433  1.24637  0.55714
C  -1.41458  -0.77222  -1.45333
N  -0.02796  -0.61965  -1.06946
O  0.95169  1.72505  -0.67565
S  0.98291  0.51005  -1.90647
H  3.42974  -2.37034  1.46007
H  -2.51111  2.52283  1.52780
H  -0.59266  -0.88218  1.01132
H  1.62765  1.14387  1.21376
H  -1.70059  -1.77466  -1.52467
H  -2.15326  -0.21195  -0.90818
H  -1.59773  -0.50996  -2.55825

Summary:
M	153.206	g mol⁻¹
multiplicity	3
HOMO energy (alpha / beta)	-5.62 / -9.06	eV
gap between HOMO and LUMO (alpha / beta)	6.40 / 7.22	eV
⟨S²⟩	2.006

=====

Which structure wins on stability? arrangement one wins.

=====

Arrangement one

Density functional theory data (the ωB97M-V functional and the def2-TZVPD basis) for a 7-piece molecular cluster, C7H28O9 overall.

Cartesian coordinates (Å):
C  -2.83441  0.85115  -3.82625
C  -1.40943  0.98152  -3.19182
C  -1.31642  -0.03737  -2.07869
O  -0.47169  0.65244  -4.16110
H  -3.13413  1.65102  -4.50336
H  -3.66277  0.75529  -3.12431
H  -2.89022  -0.04790  -4.44001
H  -1.25954  2.00232  -2.84024
H  -0.27325  -0.18679  -1.80017
H  -1.79895  -0.98079  -2.33404
H  -1.88503  0.22744  -1.18726
H  -0.22783  1.48017  -4.58181
O  2.13599  -2.46488  3.34889
C  2.99781  -3.26085  2.64800
C  2.55315  -3.51576  1.14727
O  2.96321  -2.49859  0.25147
H  2.46612  -1.56536  3.28989
H  3.96551  -2.75923  2.65370
H  2.98471  -4.24139  3.12389
H  1.46828  -3.58833  1.07066
H  2.99828  -4.45480  0.81839
H  2.30403  -1.80702  0.34534
O  -1.82936  1.97529  1.01508
C  -1.76804  2.98284  -0.01826
C  -0.25541  2.99223  -0.35449
O  0.45096  3.56741  0.73410
H  -2.62214  1.43721  0.95534
H  -2.44218  2.83951  -0.86271
H  -2.01791  3.94383  0.43137
H  -0.03579  3.39918  -1.34154
H  0.13350  1.98897  -0.52858
H  0.07459  4.44175  0.85849
O  -0.15100  -0.73806  4.05196
H  0.09154  -1.66386  4.06933
H  -1.10585  -0.74135  3.98502
O  2.65755  1.27855  0.86347
H  1.87792  1.80707  1.03397
H  3.02911  1.65012  0.06339
O  0.18715  -0.32064  1.09798
H  -0.26039  0.44486  0.73750
H  0.30481  -0.11520  2.02544
O  -1.03782  -2.84387  0.08602
H  -0.30360  -3.44711  -0.02910
H  -0.65121  -2.07111  0.49786

Summary:
M	256.292	g mol⁻¹
multiplicity	1
HOMO energy	-9.45	eV
SMILES	CC(C)O.OCCO.OCCO.O.O.O.O
gap between HOMO and LUMO	9.77	eV

=====

Arrangement two

Density functional theory data (the ωB97M-V functional and the def2-TZVPD basis) for a 10-piece molecular cluster, C7H28O9 overall.

Cartesian coordinates (Å):
C  -2.39099  0.33081  0.57861
C  -1.20853  -0.10212  0.16436
C  0.04289  0.26193  0.84580
C  1.16048  -0.45909  0.69756
C  2.50522  -0.09818  1.24654
C  1.27244  -1.59329  -0.28350
C  0.79453  -2.78052  0.05242
H  -2.62588  1.08049  1.29811
H  -3.35202  0.00093  0.18196
H  -1.05167  -0.84250  -0.60730
H  0.10986  1.18830  1.41498
H  2.89627  -0.71750  2.04889
H  3.32418  -0.10758  0.53007
H  2.38184  0.88151  1.72812
H  1.49101  -1.37789  -1.30656
H  0.38803  -3.20551  0.96918
H  0.72544  -3.61407  -0.64770
O  -0.82609  2.79279  -1.39732
H  -0.10517  3.42704  -1.46738
H  -1.40083  3.11997  -0.69591
O  -1.71996  -0.04077  -3.52208
H  -2.20403  -0.74639  -3.08656
H  -1.78724  0.78939  -3.05581
O  -2.18888  -1.86152  2.15295
H  -1.50017  -1.35222  1.69564
H  -2.38283  -1.36050  2.95086
O  2.09532  2.36036  -0.82137
H  1.70095  1.67988  -1.40064
H  2.06104  1.84458  -0.00565
O  -2.57963  -2.28735  -1.44162
H  -3.07367  -1.96333  -0.68532
H  -2.41976  -3.22248  -1.28815
O  3.75624  -0.15368  -1.85690
H  2.82888  0.07628  -1.98232
H  4.10369  0.55680  -1.30862
O  0.52694  0.56018  -2.33000
H  -0.06804  1.27710  -2.05779
H  0.50549  0.48692  -3.28739
O  1.57193  -1.06837  3.70783
H  1.71627  -0.51681  4.47048
H  0.83532  -1.67475  3.68798
O  -2.01746  3.14956  1.46875
H  -2.69186  2.61288  1.04489
H  -1.19954  2.66871  1.59992

Summary:
M	256.292	g mol⁻¹
multiplicity	1
HOMO energy	-8.94	eV
SMILES	C=C/C=C(/C)C=C.O.O.O.O.O.O.O.O.O
gap between HOMO and LUMO	9.12	eV

=====

Which structure wins on stability? arrangement one wins.

=====

Arrangement one

Density functional theory data (the ωB97M-V functional and the def2-TZVPD basis) for C2H4Br2 in the gas phase.

Cartesian coordinates (Å):
Br  -22.46936  -1.85652  -8.31423
C  -23.49434  -0.19603  -8.75514
C  -23.05171  0.80483  -7.76381
Br  -24.68401  1.76066  -7.13035
H  -24.53982  -0.50098  -8.70944
H  -23.31519  0.07924  -9.79449
H  -22.31954  1.56842  -8.02640
H  -22.73744  0.38290  -6.80918

Summary:
M	187.862	g mol⁻¹
multiplicity	1
HOMO energy	-10.29	eV
SMILES	BrCCBr
gap between HOMO and LUMO	10.78	eV

=====

Arrangement two

Density functional theory data (the ωB97M-V functional and the def2-TZVPD basis) for C2H4Br2 in the gas phase.

Cartesian coordinates (Å):
Br  12.39603  -0.48713  -12.47107
C  11.67853  1.36833  -12.64183
C  11.62800  2.11774  -11.24965
Br  10.57924  1.07521  -9.91016
H  10.76851  1.37001  -13.24180
H  12.38792  1.76952  -13.36565
H  11.12363  3.08005  -11.33723
H  12.59934  2.49007  -10.92413

Summary:
M	187.862	g mol⁻¹
multiplicity	1
HOMO energy	-10.05	eV
SMILES	BrCCBr
gap between HOMO and LUMO	10.55	eV

=====

Which structure wins on stability? arrangement one wins.

=====

Arrangement one

Density functional theory data (the ωB97M-V functional and the def2-TZVPD basis) for a 2-piece molecular cluster, C4H6BrNO overall.

Cartesian coordinates (Å):
N  1.31930  2.61566  -1.77401
C  1.30157  1.40504  -1.71697
C  1.34010  0.15850  -1.51425
Br  2.47207  -0.30410  0.01563
H  2.00539  2.93825  -2.38563
H  0.69502  -0.65370  -2.00048
C  -1.13861  -0.52317  1.86522
C  -1.51271  -1.40143  0.73092
O  -0.85734  -1.65770  -0.22709
H  0.00497  -0.61489  2.17607
H  -1.16019  0.43749  1.41084
H  -1.82971  -0.64290  2.66391
H  -2.63987  -1.75705  0.75583

Summary:
M	164.002	g mol⁻¹
multiplicity	1
HOMO energy	-9.04	eV
SMILES	N=C=CBr.CC=O
gap between HOMO and LUMO	9.33	eV

=====

Arrangement two

Density functional theory data (the ωB97M-V functional and the def2-TZVPD basis) for a 2-piece molecular cluster, C4H6BrNO overall.

Cartesian coordinates (Å):
N  2.67448  2.53537  0.45162
C  2.45699  1.52526  -0.17502
C  2.04674  0.44518  -0.76652
Br  2.19607  -1.25376  0.08001
H  3.55949  3.02397  0.43509
H  1.55151  0.43494  -1.71944
C  -1.85088  -1.56939  0.22438
C  -2.36923  -0.16162  0.27267
O  -1.71436  0.82193  0.07276
H  -2.60919  -2.28147  0.52297
H  -1.51528  -1.79456  -0.78776
H  -0.97935  -1.64616  0.86816
H  -3.44699  -0.07968  0.52108

Summary:
M	164.002	g mol⁻¹
multiplicity	1
HOMO energy	-8.73	eV
SMILES	N=C=CBr.CC=O
gap between HOMO and LUMO	9.21	eV

=====

Which structure wins on stability? arrangement two wins.

=====

Arrangement one

Density functional theory data (the ωB97M-V functional and the def2-TZVPD basis) for a 2-piece molecular cluster, ClHNO2P overall.

Cartesian coordinates (Å):
N  -0.23351  -0.99475  0.48308
O  -0.17612  -1.97081  -0.20589
O  -0.72963  -0.81628  1.57643
P  0.95136  1.10796  -0.16399
Cl  -0.56990  2.31421  -0.35534
H  0.75780  0.35967  -1.33429

Summary:
M	113.440	g mol⁻¹
multiplicity	1
HOMO energy (alpha / beta)	-9.54 / -9.07	eV
gap between HOMO and LUMO (alpha / beta)	7.84 / 7.27	eV

=====

Arrangement two

Density functional theory data (the ωB97M-V functional and the def2-TZVPD basis) for ClHNO2P as an isolated structure.

Cartesian coordinates (Å):
N  0.63979  0.53853  0.01645
O  1.05335  -0.00879  1.00121
O  0.56933  1.70479  -0.19091
P  -0.00527  -0.65278  -1.19743
Cl  -2.19067  0.03096  0.38940
H  -0.06653  -1.61271  -0.01873

Summary:
M	113.440	g mol⁻¹
multiplicity	1
HOMO energy (alpha / beta)	-10.85 / -10.85	eV
gap between HOMO and LUMO (alpha / beta)	7.48 / 7.48	eV

=====

Which structure wins on stability? arrangement one wins.